# C11H11O

A gas-phase ion, C11H11O (charge +1) at a distorted geometry (ωB97M-V/def2-TZVPD, the OMol25 dataset).

Its total energy is -13621.1537 eV. As for the energy relative to the best compared isomer or geometry (same formula, charge and spin): 45.8 kJ/mol. For the HOMO-LUMO gap, the calculation gives 8.3 eV.

Structure (ORCA input):
```
! RIJCOSX wB97M-V def2-TZVPD def2/J DEFGRID3
* xyz 1 1
C -0.1260 -3.7820 0.1626
C -0.2425 -2.5738 0.1237
C 3.2168 1.1896 -0.0253
C 3.0008 0.0292 -0.7735
C 2.1524 1.6691 0.7260
C 1.9292 -0.7822 -0.6336
C 0.8939 1.0972 0.6685
C 0.7716 -0.1710 0.0798
C -0.4628 -0.9369 0.1246
C -3.5595 0.6344 -0.3862
C -2.1959 0.6569 0.2894
O -1.6754 -0.6218 0.1870
H -0.2121 -4.8278 0.1815
H 4.0589 1.7845 0.0572
H 3.5843 -0.2790 -1.5609
H 2.0795 2.5660 1.2517
H 1.9524 -1.8049 -1.1141
H 0.0623 1.7576 0.9755
H -4.2524 0.0174 0.2394
H -3.7917 1.7506 -0.3528
H -3.4729 0.2810 -1.4790
H -2.2163 0.8815 1.4458
H -1.4946 1.4640 -0.1874
*
```

---

# C11H12AuBrO8P2

A molecular structure, C11H12AuBrO8P2 at a distorted geometry (ωB97M-V/def2-TZVPD, the OMol25 dataset).

Its total energy is -120298.3134 eV. For the HOMO-LUMO gap, the calculation gives 6.0 eV.

Structure (ORCA input):
```
! RIJCOSX wB97M-V def2-TZVPD def2/J DEFGRID3
* xyz 0 1
Au 0.8841 -1.0547 -0.5496
O -1.3689 -4.3979 -2.0403
P -0.8465 -3.1365 -1.2395
O -1.9219 -2.1865 -0.8746
O 0.3150 -2.5740 -2.0412
O -0.2701 -3.8104 0.1326
P 1.2207 -3.7940 0.7310
O 0.8970 -3.2624 2.2373
O 1.8284 -5.1290 0.7727
O 2.0394 -2.6999 0.0748
H -2.2992 -4.5257 -1.8614
H 1.0213 -3.9945 2.8403
Br 2.7114 0.4866 1.0090
C 1.6480 2.0422 0.5802
C 1.9389 3.2047 1.2533
C 1.2614 4.3831 0.9298
C 0.3295 4.3869 -0.0754
C 0.0027 3.2064 -0.7723
C -0.9680 3.1941 -1.7962
C -1.3159 2.0328 -2.4322
C -0.6607 0.8351 -2.1061
C 0.2735 0.8155 -1.1077
C 0.6594 1.9801 -0.4257
H 2.6941 3.2022 2.0221
H 1.4856 5.2859 1.4755
H -0.1830 5.2978 -0.3429
H -1.4234 4.1320 -2.0815
H -2.0761 2.0210 -3.1972
H -0.9198 -0.0761 -2.6212
C -1.5213 -0.9023 1.8818
O -0.1255 -0.7040 1.7161
H -1.7961 -0.7343 2.9260
H -1.8131 -1.9050 1.5719
H -2.0299 -0.1815 1.2459
H 0.3290 -1.4378 2.1646
*
```

---

# C11H12BBrClN3O3

C11H12BBrClN3O3 in the gas phase at a distorted geometry (ωB97M-V/def2-TZVPD, the OMol25 dataset).

Its total energy is -105455.5125 eV. As for the energy relative to the best compared isomer or geometry (same formula, charge and spin): 0.0 kJ/mol. The structure (SMILES) is CC[C@@H](Cl)[C@](C#N)(N=C=O)[C@@](C#N)(CC(=O)Br)B(C)O. For the HOMO-LUMO gap, the calculation gives 10.4 eV.

Structure (ORCA input):
```
! RIJCOSX wB97M-V def2-TZVPD def2/J DEFGRID3
* xyz 0 1
C 1.5216 0.9173 3.4309
C 0.8040 1.3467 2.1339
C 0.2174 0.1277 1.4156
Cl -0.9747 -0.6398 2.5155
C -0.5065 0.4791 0.0721
C 0.1228 1.6836 -0.5374
N 0.7621 2.5445 -0.9486
N -1.9327 0.8325 0.3349
C -2.1952 1.9865 0.6614
O -2.4614 3.0132 1.1255
C -0.4671 -0.6859 -0.9928
C -0.3161 -2.0063 -0.3591
N -0.2289 -3.0149 0.1829
C -1.6572 -0.6744 -1.9872
C -2.8347 -1.6167 -1.7367
O -3.2970 -2.2342 -2.6371
Br -3.6447 -1.8119 0.0111
B 0.9096 -0.4692 -1.8603
C 2.2924 -1.0622 -1.3819
O 0.8587 0.2327 -3.0591
H 2.1246 1.7491 3.7956
H 0.8264 0.6009 4.2019
H 2.2201 0.1153 3.1772
H 0.0196 2.0590 2.3954
H 1.5675 1.8152 1.5124
H 1.0236 -0.5876 1.2652
H -1.2806 -0.9974 -2.9562
H -2.0231 0.3405 -2.1423
H 2.2768 -2.1491 -1.5160
H 2.4519 -0.8356 -0.3258
H 3.0902 -0.6657 -2.0071
H 0.7307 -0.3932 -3.7840
*
```

---

# C11H12CaN4O5Se

A molecular structure, C11H12CaN4O5Se (ωB97M-V/def2-TZVPD, the OMol25 dataset).

Its total energy is -111587.7092 eV. As for the energy relative to the best compared isomer or geometry (same formula, charge and spin): 0.0 kJ/mol. For the HOMO-LUMO gap, the calculation gives 6.5 eV.

Structure (ORCA input):
```
! RIJCOSX wB97M-V def2-TZVPD def2/J DEFGRID3
* xyz 0 1
Ca 0.2855 -0.1304 0.0527
O -1.1798 1.7183 0.7504
C -1.2055 1.8369 2.1880
C -1.0011 0.5162 2.9146
N 0.1782 -0.2165 2.4743
C 1.4654 0.3153 2.9188
C 2.6533 -0.0719 1.9933
O 3.7356 -0.2321 2.5272
O 2.3857 -0.1457 0.7372
C 0.0396 -1.6585 2.7000
C -0.9771 -2.3208 1.7342
O -1.7459 -3.1439 2.2008
O -0.9026 -1.9391 0.5070
H -2.0195 1.3722 0.4207
H -2.1562 2.2753 2.4975
H -0.4169 2.5510 2.4227
H -1.8700 -0.1263 2.7445
H -0.9780 0.7291 3.9946
H 1.7087 0.0073 3.9411
H 1.4167 1.4083 2.9110
H -0.2664 -1.8797 3.7280
H 1.0148 -2.1228 2.5330
Se -2.8718 1.5660 -3.6970
N -1.8748 1.0753 -5.0764
C -0.7920 0.5142 -4.5795
C 0.2834 -0.0419 -5.3350
C 1.3146 -0.5847 -4.6457
C 1.3035 -0.5847 -3.2137
N 0.3536 -0.0809 -2.4805
C -0.7109 0.4688 -3.1394
N -1.7217 0.9866 -2.4756
H 0.2426 -0.0134 -6.4152
H 2.1636 -1.0263 -5.1470
H 2.1458 -1.0212 -2.6867
*
```

---

# C11H12Cl2FNO5

2 unconnected molecules or ions with the total composition C11H12Cl2FNO5 at a distorted geometry (ωB97M-V/def2-TZVPD, the OMol25 dataset).

Its total energy is -51084.4827 eV. As for the energy relative to the best compared isomer or geometry (same formula, charge and spin): 561.2 kJ/mol. For the HOMO-LUMO gap, the calculation gives 4.2 eV.

Structure (ORCA input):
```
! RIJCOSX wB97M-V def2-TZVPD def2/J DEFGRID3
* xyz 0 1
C -0.9300 0.9450 2.3364
O 0.2659 0.0945 2.4344
C 0.4833 -0.9598 1.6929
C 1.9226 -1.3093 1.5328
O 2.3460 -2.4479 1.5038
O 2.6599 -0.1770 1.5946
C 4.0751 -0.2911 1.4205
C -0.5360 -2.0336 1.5603
O -0.3994 -2.9730 0.7985
O -1.5992 -1.8532 2.3717
C -2.6146 -2.8644 2.3178
H -0.8167 1.6421 3.1658
H -0.8937 1.4551 1.3699
H -1.8238 0.3271 2.4360
H 4.4879 0.6090 1.8822
H 4.4746 -1.1953 1.9032
H 4.3102 -0.3115 0.3460
H -3.4462 -2.5069 2.9285
H -2.9393 -3.0247 1.2816
H -2.2274 -3.8046 2.7296
Cl -2.8496 0.6824 -1.4451
C -1.5994 1.2638 -2.4445
N -0.3237 1.1905 -2.0020
F 0.0098 0.3799 -0.7795
C 0.6948 1.6770 -2.7455
Cl 2.2795 1.5630 -2.1383
C 0.4399 2.2773 -3.9796
C -0.8621 2.3719 -4.4746
C -1.8850 1.8625 -3.6736
H 1.2959 2.6552 -4.5252
H -1.0716 2.8410 -5.4373
H -2.9278 1.9154 -3.9611
*
```

---

# C11H12ClN

A molecular structure, C11H12ClN at a distorted geometry (ωB97M-V/def2-TZVPD, the OMol25 dataset).

Its total energy is -25612.1361 eV. As for the energy relative to the best compared isomer or geometry (same formula, charge and spin): 242.4 kJ/mol. For the HOMO-LUMO gap (alpha / beta), the calculation gives 6.6 / 6.6 eV.

Structure (ORCA input):
```
! RIJCOSX wB97M-V def2-TZVPD def2/J DEFGRID3
* xyz 0 1
C 0.2068 -3.4730 -0.2518
C -1.1255 -2.9259 -0.2983
C 1.2335 -2.5473 -0.2356
C -1.4126 -1.6222 -0.1914
C 2.0862 -0.1491 -0.0156
C 1.0350 -1.1130 -0.1513
C -0.3425 -0.6838 -0.0406
C -0.6446 0.6989 -0.0340
C 1.6684 1.1835 0.1622
C -2.0397 1.1858 -0.1235
C 0.1354 2.9190 0.1632
N 0.3938 1.5787 -0.0673
Cl 2.0892 1.2586 2.5184
H 0.3687 -4.4099 -0.6074
H -1.9445 -3.5781 -0.3705
H 2.1918 -2.9608 -0.2391
H -2.4022 -1.1861 -0.1955
H 3.1064 -0.3762 -0.4322
H 2.3460 2.0104 0.1444
H -2.5114 1.0622 -1.0939
H -2.1037 2.3695 0.1747
H -2.5542 0.6334 0.6634
H -0.4701 3.3659 -0.7537
H -0.2976 3.1581 1.2022
H 0.9873 3.6018 0.0735
*
```